ORCA calculation (ωB97M-V with the def2-TZVPD basis set) on a molecular structure, C30H80CuF2NO34S12.

Element x y z (Å)
Cu: -2.139597 0.571997 2.700418
N: -1.378850 -0.304622 0.977686
S: -0.988283 0.220081 -0.430155
O: -1.640895 -0.468604 -1.525040
O: 0.266722 0.897981 -0.654163
F: -1.972099 1.496035 -0.226361
S: -0.188496 -1.578494 0.696257
O: 1.184061 -1.218861 0.983435
O: -0.584489 -2.676330 -0.126436
F: -0.616085 -2.133175 2.155532
O: 5.831967 -2.964168 -1.516150
S: 5.766388 -4.401898 -1.636669
O: 6.706523 -5.258504 -0.980259
O: 4.271211 -4.851519 -1.233931
C: 3.202946 -3.940494 -1.362965
C: 2.026148 -4.403681 -0.498196
C: 5.683118 -4.809197 -3.404864
H: 2.803400 -4.051880 -2.375508
H: 3.355508 -2.873010 -1.215500
H: 2.207013 -4.220119 0.558303
H: 1.717521 -5.450925 -0.600145
H: 1.083741 -4.019156 -0.883115
H: 6.605444 -5.066830 -3.918418
H: 5.358075 -3.911281 -3.932475
H: 4.906419 -5.569583 -3.411395
O: 5.425127 1.624759 0.602011
S: 4.945805 1.445848 -0.747399
O: 4.406596 2.536214 -1.539623
O: 6.142756 0.762728 -1.569422
C: 5.955993 0.596011 -2.993532
C: 6.704368 -0.628481 -3.512888
C: 3.802609 0.055261 -0.738894
H: 6.283614 1.533658 -3.439003
H: 4.899228 0.517917 -3.260840
H: 6.218270 -1.596488 -3.530988
H: 7.632159 -0.654917 -2.937419
H: 7.034667 -0.407119 -4.530048
H: 4.400189 -0.856009 -0.709173
H: 3.142154 0.026254 -1.601752
H: 3.262873 0.123514 0.204998
O: -0.858436 2.318973 2.323595
S: -0.121075 3.479149 1.896392
O: -0.618990 4.224799 0.772236
O: 0.009185 4.398385 3.196191
C: 0.466681 5.756353 3.012778
C: -0.470566 6.701233 3.784475
C: 1.579913 2.982001 1.644241
H: 0.497995 6.019109 1.953815
H: 1.498416 5.923699 3.325431
H: -0.350502 6.485599 4.846102
H: -1.474852 6.397931 3.482923
H: -0.359158 7.767493 3.611605
H: 2.156015 3.906806 1.597645
H: 1.639655 2.467299 0.686428
H: 1.926019 2.365103 2.470073
O: -0.167503 0.147728 3.582969
S: 0.896070 -0.135462 4.517766
O: 0.911784 -1.362732 5.250361
O: 2.288234 0.062736 3.729094
C: 3.459055 -0.499375 4.298662
C: 4.703739 0.147050 3.687523
C: 1.072094 1.187820 5.775041
H: 3.476246 -1.583369 4.163872
H: 3.552877 -0.432254 5.389051
H: 4.697582 1.236958 3.706126
H: 4.792320 -0.183943 2.655614
H: 5.578614 -0.134631 4.272045
H: 2.104778 1.324342 6.081308
H: 0.480802 0.876335 6.634067
H: 0.632563 2.081413 5.333057
O: -0.109475 -7.931251 5.179782
S: -0.098108 -7.273960 3.915473
O: -1.257536 -6.581175 3.372473
O: 1.120232 -6.211714 4.009688
C: 1.273773 -5.304494 2.914886
C: 2.068738 -4.097948 3.391471
C: 0.509024 -8.405476 2.672535
H: 0.403546 -4.935494 2.374646
H: 1.976449 -5.724065 2.188589
H: 2.036303 -3.281534 2.671602
H: 3.095636 -4.400398 3.585084
H: 1.506536 -3.824391 4.287699
H: -0.178103 -9.246699 2.599850
H: 1.469166 -8.789464 3.010794
H: 0.577852 -7.897810 1.713821
O: 2.513598 5.595372 -3.228776
S: 1.688273 5.427422 -2.058089
O: 2.243481 5.498559 -0.734812
O: 0.443901 6.447094 -2.195081
C: -0.110049 6.736221 -3.487790
C: -1.160260 7.819649 -3.261040
C: 0.733255 3.869306 -2.248189
H: -0.582277 5.850987 -3.917533
H: 0.679915 7.109817 -4.138023
H: -1.860482 7.517414 -2.486108
H: -1.710002 7.838266 -4.207733
H: -0.723916 8.810077 -3.165159
H: -0.195449 3.964625 -1.693285
H: 1.339170 3.006338 -1.983701
H: 0.491553 3.804002 -3.308177
O: 1.089265 -1.750712 -2.384589
S: 0.883107 -2.130773 -3.752069
O: 1.790315 -1.609151 -4.780778
O: 0.912004 -3.761219 -3.747444
C: 1.231263 -4.408365 -4.968979
C: 0.943363 -5.922103 -4.876199
C: -0.752668 -1.799675 -4.422443
H: 2.309224 -4.327084 -5.120517
H: 0.660942 -4.042990 -5.823876
H: 1.560963 -6.351331 -4.091341
H: 1.170877 -6.328681 -5.860624
H: -0.129417 -6.047358 -4.730661
H: -0.759317 -2.053123 -5.478356
H: -0.881767 -0.720546 -4.332385
H: -1.528762 -2.279830 -3.830987
O: -1.895256 3.151431 -3.800224
S: -3.022112 2.390885 -4.271255
O: -3.043580 1.728556 -5.552628
O: -3.468550 1.356415 -3.087549
C: -4.585503 0.502378 -3.298522
C: -5.133983 0.159834 -1.903266
C: -4.419431 3.603824 -4.224790
H: -4.212674 -0.370874 -3.837392
H: -5.361132 0.983682 -3.898180
H: -5.389764 1.081147 -1.381791
H: -4.363970 -0.400454 -1.373460
H: -6.009453 -0.480829 -2.003343
H: -5.326759 3.005660 -4.175223
H: -4.420479 4.210950 -5.124648
H: -4.282887 4.180771 -3.314749
O: -6.522409 2.314176 1.758761
S: -5.171009 2.792165 1.770778
O: -4.080513 1.932200 2.146570
O: -4.935478 3.394730 0.278148
C: -3.586136 3.686248 -0.129967
C: -3.557808 5.117303 -0.671576
C: -4.978477 4.353529 2.723300
H: -3.300226 3.000159 -0.924345
H: -2.868336 3.655686 0.687429
H: -4.397452 5.355985 -1.329210
H: -2.612643 5.353012 -1.156025
H: -3.766406 5.827813 0.134417
H: -3.941828 4.643667 2.572620
H: -5.126532 4.059388 3.761261
H: -5.751379 5.022918 2.362061
O: -3.678017 -2.938807 0.660612
S: -3.867799 -2.455348 1.981768
O: -3.555804 -1.101806 2.448731
O: -5.461986 -2.712980 2.258853
C: -6.043059 -2.233482 3.489894
C: -6.801843 -0.942862 3.177858
C: -3.220030 -3.771212 3.075044
H: -5.284423 -2.178389 4.273781
H: -6.673291 -3.087765 3.747406
H: -6.074763 -0.180397 2.897726
H: -7.296713 -0.643827 4.102960
H: -7.497220 -1.057141 2.351357
H: -3.876117 -4.590074 2.785928
H: -3.332775 -3.530778 4.128140
H: -2.211502 -4.063282 2.792688

Force components x, y, z for each atom (eV/Å):
0.6 -0.4 -2.1
2.4 -2.7 -0.6
-3.6 7.2 -5.3
1.4 0.1 1.5
-0.6 -1.5 0.6
0.3 -0.2 -0.3
1.2 -4.1 6.1
-1.8 0.0 -1.4
0.2 1.7 -0.1
0.1 -0.5 0.0
0.1 -0.7 0.3
0.1 0.6 -1.1
-0.8 0.3 -0.1
1.8 -0.1 0.9
-2.8 -0.4 -0.9
-0.2 -0.7 -0.1
-0.4 0.6 0.3
0.4 0.2 -0.2
0.8 -0.2 0.3
-0.3 0.3 0.0
1.1 -0.4 -0.1
0.3 1.1 0.3
0.2 -0.5 0.7
-0.4 0.0 0.3
0.3 -0.2 -0.5
-0.3 0.1 -1.0
-0.1 -0.6 -1.0
0.4 -0.8 1.1
-0.3 0.2 0.7
-0.7 -0.1 -0.7
1.1 1.1 0.0
0.2 0.2 0.5
0.3 -0.2 -0.2
-0.1 0.0 0.3
-0.3 0.2 0.5
0.0 -0.5 0.0
-0.2 0.0 -0.1
0.2 0.1 0.0
0.0 0.3 0.1
-0.3 0.1 -0.2
-1.1 -0.5 0.7
1.5 0.7 -0.8
0.2 -0.4 1.0
-0.2 -0.6 -0.3
0.3 2.1 -0.5
-0.2 -1.4 -0.1
-0.4 0.5 -0.2
-0.4 -0.2 -0.1
0.0 -0.8 0.4
-0.1 0.2 0.1
-0.2 0.3 0.2
0.4 -0.1 -0.2
0.0 0.0 -0.2
-0.1 -0.1 0.0
-0.2 -0.1 0.0
0.0 0.1 0.3
2.2 0.3 1.8
-0.3 0.1 -0.6
-2.2 0.3 -0.2
2.1 -0.8 0.9
-0.6 -0.1 -0.2
-1.1 -0.4 -0.9
-0.2 0.1 -0.5
-0.7 0.6 0.0
-0.3 0.0 0.0
0.3 0.1 -0.1
0.0 -0.3 -0.1
0.1 -0.1 -0.3
0.0 -0.1 -0.1
0.3 0.2 0.1
-0.2 0.3 -0.2
0.0 0.6 -0.9
0.9 -0.6 0.7
-1.2 -0.3 -0.2
2.1 0.8 -1.4
-1.0 -0.4 0.9
-0.1 0.0 0.3
-0.6 -0.6 0.5
-0.6 -0.8 -0.2
0.0 -0.1 -0.1
0.0 0.2 0.3
0.7 0.6 0.2
-0.2 0.2 0.1
0.1 0.2 0.0
0.0 0.1 0.1
-0.3 0.1 0.9
-0.8 -1.5 -1.4
-0.6 0.5 -0.4
0.8 -0.2 1.1
-0.2 0.7 0.1
0.1 -0.7 -1.3
0.6 0.9 -0.4
0.2 -0.1 0.1
0.0 -0.2 -0.1
0.1 0.3 0.2
-0.2 0.2 0.1
0.0 -0.1 0.6
0.2 -0.1 0.2
0.1 0.1 0.2
0.0 0.0 0.0
-0.5 -0.2 -0.5
1.0 0.2 -2.1
-1.0 -1.0 1.6
-0.4 1.3 0.5
0.6 -1.7 -0.7
-0.3 1.4 0.0
0.2 0.4 0.9
-0.1 0.5 -0.3
0.2 0.5 0.1
-0.2 -0.3 0.0
0.2 -0.2 0.1
0.1 -0.3 0.4
0.1 -0.3 0.1
0.1 0.0 0.0
0.1 -0.2 -0.1
-0.1 -1.2 0.0
-1.9 1.3 -0.2
0.3 0.1 1.1
1.3 1.8 -0.7
-0.6 -0.7 0.3
0.5 -0.2 -0.9
0.6 -1.4 0.2
-0.3 -0.1 0.1
0.1 0.0 -0.1
0.0 -0.1 0.1
-0.1 0.1 0.2
-0.1 0.1 0.0
-0.1 0.2 0.0
0.2 0.0 0.0
0.0 0.1 -0.1
1.1 0.2 0.3
-0.9 2.4 -1.4
0.9 -0.9 0.4
-0.3 -1.2 1.6
0.5 1.4 -1.0
-0.9 0.3 0.5
-0.2 -2.0 -0.2
-0.1 -0.2 0.3
-0.2 -0.5 0.0
0.2 -0.5 -0.4
0.0 0.0 0.1
0.5 0.0 0.2
-0.1 0.3 -0.1
-0.1 0.2 0.0
0.2 0.2 0.0
0.4 1.2 -0.2
-1.7 -2.5 1.5
0.4 0.4 0.1
2.3 0.7 -0.8
-0.7 -0.3 -0.5
0.8 -0.4 0.9
-0.3 0.5 -0.7
0.0 0.4 -0.1
-0.3 0.4 0.2
-0.1 0.1 0.0
-0.3 0.2 -0.2
-0.1 -0.2 0.1
0.0 0.0 0.2
0.1 0.1 0.0
0.1 0.4 0.1

**Charge**: +1
**HOMO energy (spin up / spin down)**: -12.34 / -12.34 eV
**Orbital gap (spin up / spin down)**: 8.32 / 5.02 eV
**Spin multiplicity**: 2
**LUMO (spin up / spin down)**: -4.02 / -7.32 eV
**Total energy**: -10421.90209 a.u.